[1]
17
Properties=species:S:1:pos:R:3:lowdin_charge:R:1 method="wB97M-V/def2-TZVPD" total_charge=0 e_homo_ha=-0.2950 e_tot_ev=-9436.858 e_lumo_ev=-0.2 de_lowest_ev=6.1848
C -2.01 -0.48 0.88 0.015
C -1.07 0.28 0.01 -0.360
O -1.21 1.57 -0.01 -0.004
C 0.19 -0.45 -0.37 -0.332
C 1.44 0.35 -0.71 -0.101
C 2.02 -0.25 0.58 -0.157
O 0.78 -0.92 0.88 -0.099
H -2.96 0.04 0.98 0.095
H -2.17 -1.48 0.47 0.105
H -1.53 -0.60 1.85 0.109
H -0.91 0.66 -1.97 0.069
H -0.87 1.58 -1.06 0.076
H -0.04 -1.29 -1.03 0.137
H 1.93 0.07 -1.64 0.112
H 1.30 1.43 -0.69 0.101
H 2.29 0.46 1.37 0.117
H 2.83 -0.97 0.44 0.116

=====

[2]
61
Properties=species:S:1:pos:R:3:lowdin_charge:R:1 method="wB97M-V/def2-TZVPD" total_charge=-2 e_homo_ha="-0.1005 / -0.0874" e_tot_ev=-87911.164 e_lumo_ev="2.8 / 3.7" de_lowest_ev=0.0696
Cd -0.01 -0.89 0.83 1.170
I -0.40 -0.74 3.81 -0.221
I 0.35 0.90 6.43 -0.356
O -1.69 -4.91 0.27 0.005
C -1.39 -3.77 0.41 -0.599
N -1.13 -2.63 0.57 -0.082
C 0.57 2.63 2.29 -0.100
C 1.96 2.86 1.71 -0.382
C 1.89 3.36 0.27 -0.090
C 2.90 1.68 1.86 -0.160
C 3.97 1.80 2.73 -0.067
C 4.93 0.81 2.86 -0.121
C 4.83 -0.32 2.06 -0.073
C 3.78 -0.51 1.19 -0.170
C 3.82 -1.72 0.27 -0.386
C 4.10 -1.28 -1.17 -0.088
C 2.61 -2.65 0.31 -0.109
C 2.74 0.47 1.11 -0.333
N 1.68 0.28 0.28 0.020
H -0.01 3.56 2.25 0.072
H 0.61 2.30 3.33 0.015
H 0.02 1.88 1.73 0.007
H 2.42 3.66 2.31 0.118
H 1.49 2.59 -0.38 0.012
H 2.88 3.63 -0.10 0.078
H 1.25 4.25 0.20 0.068
H 4.05 2.71 3.31 0.102
H 5.75 0.93 3.56 0.082
H 5.60 -1.08 2.12 0.099
H 4.68 -2.30 0.61 0.115
H 3.31 -0.63 -1.54 0.039
H 4.15 -2.14 -1.84 0.068
H 5.05 -0.73 -1.24 0.074
H 1.83 -2.33 -0.39 0.011
H 2.18 -2.72 1.32 0.062
H 2.89 -3.65 0.01 0.077
N -1.79 2.82 -0.89 0.161
C -1.34 1.55 -0.94 -0.632
O -1.45 0.82 0.05 -0.101
C -0.82 1.01 -2.24 -0.533
I 0.36 2.37 -3.38 0.881
H -2.03 3.18 0.01 0.113
H -1.53 3.46 -1.63 0.037
H -1.65 0.74 -2.89 0.039
H -0.20 0.13 -2.07 -0.016
O -2.62 -1.31 -6.62 -0.324
S -1.86 -0.39 -5.80 0.590
O -2.55 0.81 -5.37 -0.345
N -1.16 -1.12 -4.54 -0.121
C 0.16 -1.12 -4.62 -0.904
S 1.23 -1.70 -3.47 0.605
C 0.68 -0.45 -5.87 -0.272
C 1.99 -0.25 -6.27 -0.048
C 2.22 0.44 -7.45 -0.087
C 1.16 0.93 -8.22 -0.097
C -0.15 0.73 -7.81 -0.051
C -0.36 0.04 -6.64 -0.239
H 2.79 -0.63 -5.65 0.091
H 3.24 0.61 -7.78 0.094
H 1.37 1.48 -9.13 0.092
H -0.99 1.12 -8.39 0.113

=====

[3]
11
Properties=species:S:1:pos:R:3:lowdin_charge:R:1 method="wB97M-V/def2-TZVPD" total_charge=0 smiles="O=[N+]([O-])c1sccc1F" e_homo_ha=-0.3515 e_tot_ev=-23313.859 e_lumo_ev=-0.8 de_lowest_ev=0.4332
C 1.53 -0.46 0.11 -0.122
C 1.63 0.92 -0.01 -0.373
C 0.24 -1.01 0.07 -0.276
C -0.72 0.14 -0.06 -0.384
N -2.14 0.15 -0.01 -0.452
O -2.63 1.24 0.04 0.041
O -2.65 -0.94 -0.04 0.103
F -0.18 -2.21 -0.07 0.155
S 0.08 1.65 -0.06 1.109
H 2.46 -1.14 0.15 0.145
H 2.38 1.65 -0.13 0.054

=====

[4]
33
Properties=species:S:1:pos:R:3:lowdin_charge:R:1 method="wB97M-V/def2-TZVPD" total_charge=+2 spin_multiplicity=6 e_homo_ha="-0.4961 / -0.5972" e_tot_ev=-48678.648 e_lumo_ev="-8.0 / -11.1"
C 5.78 2.17 -0.05 0.013
C 4.40 2.10 -0.73 -0.593
H 6.40 2.73 -0.77 0.122
H 6.17 1.15 0.11 0.118
H 5.68 2.73 0.90 0.120
O 4.04 2.55 -1.76 0.150
I 2.56 1.10 0.14 1.098
Ru -0.16 0.42 -0.08 0.701
P -0.27 -1.73 -0.74 0.673
C -1.20 -2.36 -2.23 -0.227
C 1.49 -1.88 -1.19 -0.309
H -0.35 -2.85 1.42 0.010
H -0.39 -4.07 0.11 0.075
H -1.85 -3.14 0.53 0.065
C -0.75 -3.08 0.43 -0.228
H 2.05 -1.59 -0.28 -0.043
H 1.73 -2.90 -1.51 0.075
H -0.83 -3.36 -2.52 0.070
H -1.10 -1.70 -3.10 0.056
H 1.69 -1.14 -1.98 0.038
H -2.27 -2.46 -2.03 0.063
C -1.56 0.65 -1.23 -0.332
O -2.57 0.66 -1.85 0.126
Cl 0.46 -0.24 2.12 0.024
C -3.63 0.74 1.73 0.023
C -2.72 1.94 1.58 -0.498
N -3.14 3.13 2.09 0.213
O -1.59 1.93 1.04 -0.148
H -4.46 0.92 2.43 0.104
H -3.01 -0.10 2.08 0.086
H -4.06 0.45 0.75 0.098
H -2.54 3.93 1.98 0.128
H -4.00 3.27 2.59 0.128